{
  "formula": "C6H7NS",
  "method": "the ωB97M-V functional and the def2-TZVPD basis",
  "homo_ev": -8.3,
  "total_energy_ev": -18653.634,
  "charge": 0,
  "elements": ["C", "C", "C", "C", "C", "C", "H", "H", "H", "H", "H", "H", "H", "N", "S"],
  "coordinates": [[-0.901263, 1.838363, 0.032476], [-0.102020, 0.445379, -0.172211], [-2.057791, -1.422061, 0.003239], [1.321193, 0.525279, -0.353646], [2.223925, -0.607396, -0.182424], [3.107230, -1.388020, -0.064761], [-1.053575, 2.388592, -1.249520], [-1.805849, 1.463689, 0.762692], [-0.148588, 2.649879, 0.959595], [-0.038821, -1.410753, 0.456262], [-1.933511, -2.448968, 0.323978], [1.613588, 1.457702, -0.112250], [4.081301, -2.087946, -0.063540], [-0.779185, -0.775411, -0.133026], [-3.526641, -0.628332, -0.206860]],
  "atomic_forces_ev_per_a": [[1.171, -0.057, 0.920], [1.679, 2.939, -0.856], [0.067, 4.148, -0.529], [-4.835, -4.314, 1.251], [-2.036, 2.670, -0.820], [4.590, -3.547, 0.090], [-0.018, -1.568, 4.715], [1.603, 1.636, -2.599], [-2.260, -2.450, -3.472], [-2.162, 1.361, -2.402], [-0.038, -0.039, -0.139], [1.636, 2.949, 0.306], [-3.192, 2.041, 0.118], [1.926, -4.360, 3.279], [1.868, -1.410, 0.139]],
  "mulliken_charge": [-0.8616, 0.4748, -0.1030, -0.7393, -0.7551, 0.4164, 0.2432, 0.2798, 0.2750, 0.2319, 0.2962, 0.3925, 0.3499, -0.2475, -0.2532]
}